Entry 1:
Computed, not measured: a molecular structure, C38H26Cl2N4O5V in a non-equilibrium geometry, with wB97M-V/def2-TZVPD.

Summary:
ΔE to the lowest compared entry with this formula, charge and spin	80.4	kJ/mol
total charge	-1
multiplicity	3
frontier orbital gap (spin up / spin down)	7.3227 / 7.1079	eV

The geometry in XYZ format:
```
76
Properties=species:S:1:pos:R:3:forces:R:3
V 0.134 -0.239 -1.267 0.205 0.842 2.203
Cl 4.135 -4.932 1.356 0.007 0.155 -0.019
C 3.722 -3.338 0.779 0.059 -0.021 0.042
C 2.705 -3.213 -0.155 -0.018 -0.109 -0.076
C 2.353 -1.961 -0.623 -0.407 0.012 -0.638
N 1.333 -1.698 -1.576 0.937 -1.460 -0.252
C 1.199 -2.409 -2.721 -0.080 0.745 0.187
O 1.743 -3.440 -3.061 0.086 -0.443 -0.177
C 0.294 -1.640 -3.685 0.331 0.128 0.403
C 0.023 -2.071 -4.958 -0.066 -0.176 -0.284
C -0.722 -1.251 -5.796 0.063 -0.247 -0.126
C -1.155 -0.024 -5.335 -0.070 0.169 0.023
C -0.846 0.345 -4.038 0.008 -0.128 0.157
N -0.141 -0.451 -3.232 -0.113 0.051 -1.261
C 2.998 -0.802 -0.172 -0.160 0.544 -0.115
C 4.035 -0.946 0.743 0.058 0.043 0.050
C 4.386 -2.202 1.219 0.036 0.011 0.037
Cl 5.680 -2.304 2.385 -0.094 -0.048 -0.079
N 2.449 0.429 -0.603 0.094 -0.527 0.099
C 3.265 1.485 -0.706 0.075 0.165 -0.015
O 4.500 1.519 -0.738 -0.109 -0.084 0.067
C 2.539 2.820 -0.745 -0.086 -0.180 0.028
C 3.212 3.968 -1.140 -0.023 0.099 -0.093
C 2.531 5.172 -1.110 0.030 0.016 -0.020
C 1.208 5.194 -0.683 -0.001 -0.001 0.018
C 0.624 3.999 -0.296 0.108 -0.135 -0.033
N 1.280 2.837 -0.320 -0.134 0.153 0.157
H 2.206 -4.095 -0.531 -0.002 0.023 -0.005
H 0.408 -3.036 -5.260 -0.027 0.020 -0.028
H -0.960 -1.570 -6.805 0.030 0.005 0.055
H -1.732 0.647 -5.959 0.025 -0.041 0.019
H -1.180 1.279 -3.606 -0.010 0.017 0.026
H 4.573 -0.075 1.086 0.016 -0.023 0.005
H 4.244 3.880 -1.454 -0.028 0.018 0.025
H 3.024 6.089 -1.411 -0.011 -0.009 0.002
H 0.642 6.117 -0.636 0.036 -0.044 -0.022
H -0.406 3.963 0.047 0.082 0.005 -0.026
O 0.336 0.207 0.976 -0.447 0.096 -0.431
C -0.896 0.770 1.459 0.387 -0.092 0.054
C -1.677 1.360 0.254 0.714 -0.331 -0.773
O -2.757 1.883 0.408 -0.190 0.189 -0.009
O -1.056 1.225 -0.899 -1.134 0.738 0.490
C -1.671 -0.365 2.124 -0.130 0.171 -0.083
C -1.157 -1.652 2.153 0.008 -0.118 0.102
C -1.873 -2.678 2.761 -0.018 0.071 -0.007
C -3.103 -2.422 3.346 0.012 0.059 -0.016
C -3.616 -1.128 3.323 0.071 -0.022 -0.021
C -2.905 -0.105 2.717 -0.040 -0.008 -0.006
C -0.546 1.833 2.504 0.027 0.016 -0.001
C 0.491 1.521 3.384 0.050 0.025 0.065
C 0.881 2.418 4.364 -0.063 0.081 -0.017
C 0.234 3.645 4.485 -0.018 -0.082 -0.075
C -0.802 3.957 3.618 0.015 -0.065 -0.042
C -1.194 3.056 2.628 0.003 -0.006 0.082
H 0.915 0.940 0.654 0.020 -0.027 0.209
H -0.198 -1.858 1.697 -0.042 -0.014 0.009
H -1.467 -3.683 2.760 -0.004 0.027 0.008
H -3.663 -3.223 3.815 0.016 0.032 -0.020
H -4.577 -0.915 3.776 0.007 -0.011 -0.004
H -3.311 0.900 2.685 0.037 -0.074 -0.004
H 0.999 0.568 3.285 -0.037 0.060 0.018
H 1.692 2.159 5.034 -0.020 0.019 -0.013
H 0.538 4.349 5.250 -0.006 -0.008 -0.014
H -1.314 4.910 3.701 0.030 -0.054 -0.001
H -2.010 3.301 1.958 0.052 -0.015 0.061
C -3.687 -3.392 -1.244 0.045 0.094 -0.007
C -2.415 -3.835 -0.907 0.043 0.140 -0.013
C -1.348 -2.939 -0.871 -0.021 0.105 0.007
C -1.488 -1.568 -1.156 -0.536 -0.530 0.028
C -2.795 -1.158 -1.483 0.105 -0.102 0.079
C -3.871 -2.043 -1.529 0.109 -0.014 0.037
H -4.523 -4.084 -1.278 0.049 0.049 0.008
H -2.248 -4.881 -0.671 0.010 0.029 -0.007
H -0.372 -3.331 -0.596 -0.025 0.008 -0.034
H -2.992 -0.112 -1.696 0.026 0.023 -0.010
H -4.860 -1.674 -1.784 0.049 -0.005 0.012
```
Positions in Å, forces in eV/Å.

=====

Entry 2:
Computed, not measured: a molecular structure, C38H27Cl2IrN3O5PS3 in a non-equilibrium geometry, with wB97M-V/def2-TZVPD.

Summary:
ΔE to the lowest compared entry with this formula, charge and spin	0.0	kJ/mol
total charge	+1
multiplicity	2
frontier orbital gap (spin up / spin down)	7.3540 / 4.9655	eV

The geometry in XYZ format:
```
80
Properties=species:S:1:pos:R:3:forces:R:3
Ir -0.072 0.012 -0.033 1.840 0.198 0.901
Cl 2.004 -1.267 0.755 -0.430 -0.524 0.148
C 2.745 -1.742 -0.735 0.002 0.167 -0.234
C 3.835 -2.582 -0.688 -0.023 0.023 0.060
C 4.407 -2.978 -1.888 0.003 0.007 -0.081
C 3.889 -2.544 -3.102 0.073 -0.059 0.038
C 2.808 -1.687 -3.128 -0.024 0.051 0.058
Cl 2.190 -1.168 -4.646 0.018 0.018 0.015
C 2.210 -1.244 -1.927 0.151 -0.144 -0.042
S 0.914 -0.113 -2.015 -0.005 0.616 -0.569
H 4.223 -2.922 0.262 -0.024 -0.017 -0.014
H 5.261 -3.642 -1.877 -0.016 -0.001 -0.008
H 4.323 -2.873 -4.037 0.006 0.011 0.011
O 0.337 -1.865 3.178 -0.085 -0.024 0.173
C -0.031 -0.759 2.866 -0.156 -0.075 -0.292
O -0.779 -0.537 1.789 -0.615 -0.041 0.682
C 0.313 0.447 3.675 0.169 0.220 -0.041
C 0.299 0.360 5.063 0.019 -0.048 -0.074
C 0.623 1.466 5.828 0.011 0.070 0.017
C 0.986 2.662 5.217 0.004 -0.016 0.051
C 1.018 2.755 3.837 -0.004 -0.100 -0.009
C 0.682 1.646 3.057 -0.233 -0.123 0.113
P 0.813 1.819 1.270 1.162 -0.136 -0.630
C 0.087 3.425 0.916 -0.244 -0.045 -0.009
C -1.217 3.632 1.373 0.014 0.022 -0.006
C -1.886 4.801 1.060 -0.007 -0.024 -0.001
C -1.250 5.779 0.304 0.003 0.007 -0.006
C 0.054 5.589 -0.123 0.020 -0.012 -0.010
C 0.725 4.408 0.170 -0.040 0.021 0.008
C 2.594 1.932 0.897 -0.077 0.099 0.034
C 3.568 1.803 1.879 0.063 0.046 0.020
C 4.915 1.869 1.536 -0.054 -0.021 0.044
C 5.290 2.070 0.219 -0.004 -0.004 -0.054
C 4.319 2.181 -0.772 0.034 -0.022 0.002
C 2.979 2.099 -0.437 -0.021 -0.019 0.082
H 0.027 -0.579 5.525 0.014 -0.001 -0.010
H 0.596 1.399 6.908 0.000 0.002 -0.012
H 1.249 3.522 5.818 -0.015 -0.006 0.002
H 1.313 3.683 3.363 -0.027 0.007 -0.003
H -1.708 2.876 1.973 -0.042 -0.041 0.005
H -2.904 4.950 1.397 0.021 -0.004 0.007
H -1.776 6.690 0.049 0.009 -0.008 0.007
H 0.554 6.359 -0.695 -0.008 -0.011 -0.011
H 1.738 4.270 -0.181 0.012 0.012 0.008
H 3.287 1.648 2.913 0.010 0.015 -0.001
H 5.668 1.767 2.306 -0.012 0.011 -0.003
H 6.339 2.139 -0.041 -0.014 -0.015 -0.003
H 4.610 2.331 -1.804 -0.008 0.000 0.009
H 2.224 2.166 -1.213 0.039 0.080 -0.003
O -4.636 1.903 -3.465 -0.012 -0.090 -0.054
S -4.163 2.623 -2.319 -0.128 0.229 0.009
O -4.497 4.002 -2.146 -0.042 -0.063 -0.069
N -2.532 2.425 -2.200 0.094 0.085 -0.015
C -2.225 1.767 -1.140 0.203 -0.032 0.262
O -0.949 1.554 -0.893 -1.307 0.346 -0.450
C -3.369 1.300 -0.282 0.047 0.049 0.089
C -3.397 0.555 0.890 0.014 0.142 -0.019
C -4.634 0.214 1.425 -0.114 0.057 -0.065
C -5.820 0.611 0.811 0.028 -0.061 0.101
C -5.793 1.379 -0.346 0.044 0.078 -0.094
C -4.556 1.709 -0.862 -0.102 -0.110 0.096
H -2.494 0.234 1.390 -0.168 0.075 -0.020
H -4.675 -0.372 2.334 0.001 -0.002 -0.006
H -6.769 0.325 1.244 0.011 0.009 -0.001
H -6.706 1.709 -0.827 0.010 0.013 0.015
N -6.222 -2.121 -2.320 0.043 -0.060 0.011
C -5.327 -2.988 -1.823 0.034 0.232 0.011
S -5.595 -4.586 -1.612 -0.020 -0.091 0.029
C -3.998 -2.378 -1.495 -0.115 -0.063 0.002
C -3.446 -1.390 -2.299 0.006 -0.048 -0.114
C -2.219 -0.860 -1.966 0.202 -0.284 -0.182
N -1.545 -1.252 -0.877 -0.165 -0.559 0.260
C -2.054 -2.234 -0.111 -0.061 -0.028 -0.177
C -3.270 -2.816 -0.394 0.042 -0.023 0.000
H -7.130 -2.463 -2.585 -0.013 -0.009 -0.018
H -6.038 -1.134 -2.385 -0.002 0.031 0.019
H -3.940 -1.036 -3.195 0.019 0.031 0.021
H -1.760 -0.104 -2.587 -0.041 -0.042 -0.008
H -1.470 -2.528 0.749 -0.031 0.053 0.033
H -3.661 -3.599 0.239 0.017 -0.027 -0.032
```
Positions in Å, forces in eV/Å.

=====

Entry 3:
Computed, not measured: a molecular structure, C38H27Cl5DyN3O2PS7 in a non-equilibrium geometry, with wB97M-V/def2-TZVPD.

Summary:
total charge	-1
multiplicity	6
frontier orbital gap (spin up / spin down)	6.0646 / 6.9789	eV

The geometry in XYZ format:
```
84
Properties=species:S:1:pos:R:3:forces:R:3
Dy 0.470 0.532 1.190 -0.069 0.168 -0.191
Cl 8.062 0.422 1.266 0.066 0.025 0.027
C 6.393 0.501 0.850 -0.047 0.005 -0.046
C 5.421 0.576 1.844 0.034 0.013 -0.031
Cl 5.882 0.662 3.497 0.006 0.016 0.095
C 4.082 0.588 1.497 0.024 0.034 -0.297
Cl 2.861 0.826 2.701 0.371 0.118 0.296
C 3.625 0.457 0.162 0.264 0.044 0.321
O 2.369 0.375 -0.108 -0.123 0.123 0.185
C 4.645 0.496 -0.821 -0.110 -0.002 0.043
Cl 4.172 0.608 -2.474 -0.038 0.073 -0.086
C 5.992 0.506 -0.485 -0.068 -0.016 0.160
Cl 7.186 0.543 -1.723 0.039 -0.036 -0.067
C 2.184 3.661 0.620 -0.006 0.117 -0.193
C 1.264 4.291 -0.419 -0.020 -0.132 0.180
C 1.044 5.760 -0.053 -0.035 -0.096 -0.144
C -0.096 3.584 -0.481 0.093 0.187 -0.170
C -1.013 4.200 -1.544 0.114 0.150 0.181
O -1.384 3.098 -2.365 -0.182 -0.161 -0.146
C -0.776 1.991 -1.893 0.307 0.226 0.349
N -0.040 2.139 -0.855 -0.023 0.008 -0.116
C -1.079 0.807 -2.736 -0.190 -0.135 -0.232
C -1.634 1.127 -3.988 0.032 0.052 -0.010
C -1.993 0.161 -4.903 0.014 -0.016 0.016
C -1.818 -1.176 -4.586 -0.020 -0.030 -0.023
C -1.283 -1.510 -3.360 -0.034 0.049 -0.029
C -0.907 -0.546 -2.418 0.118 0.049 -0.028
P -0.218 -1.249 -0.863 -0.766 -0.679 -0.497
C 0.904 -2.484 -1.624 0.205 0.097 0.155
C 0.765 -3.866 -1.566 0.001 0.066 0.036
C 1.713 -4.682 -2.169 0.010 -0.077 -0.026
C 2.801 -4.131 -2.826 0.008 0.003 0.005
C 2.936 -2.751 -2.899 0.021 0.007 -0.061
C 1.988 -1.936 -2.308 -0.078 -0.028 0.136
C -1.639 -2.258 -0.295 0.046 0.043 0.055
C -1.405 -3.251 0.659 -0.116 0.043 -0.065
C -2.460 -3.976 1.192 0.006 0.003 0.045
C -3.760 -3.697 0.797 -0.034 -0.013 0.012
C -4.001 -2.704 -0.139 -0.084 0.026 0.001
C -2.949 -1.985 -0.685 0.058 -0.032 0.018
H 3.126 4.212 0.670 0.034 -0.045 0.019
H 2.413 2.636 0.344 0.041 -0.095 0.061
H 1.719 3.698 1.605 0.012 -0.050 0.038
H 1.741 4.212 -1.404 -0.061 0.043 -0.032
H 0.575 5.830 0.931 -0.013 0.024 0.011
H 0.404 6.274 -0.772 0.017 0.071 0.038
H 2.000 6.282 -0.018 -0.013 0.035 0.015
H -0.549 3.661 0.505 0.002 0.012 0.009
H -0.502 4.930 -2.175 -0.001 -0.046 0.009
H -1.912 4.652 -1.127 -0.031 -0.057 -0.033
H -1.787 2.164 -4.236 0.011 -0.011 -0.017
H -2.417 0.453 -5.855 0.007 0.012 -0.006
H -2.101 -1.952 -5.285 0.002 -0.018 0.012
H -1.161 -2.555 -3.111 0.023 -0.011 0.004
H -0.073 -4.317 -1.054 -0.009 -0.009 -0.019
H 1.598 -5.758 -2.120 -0.003 0.001 0.017
H 3.547 -4.775 -3.276 -0.009 -0.004 -0.015
H 3.784 -2.311 -3.407 -0.007 0.026 0.000
H 2.075 -0.860 -2.350 0.103 -0.007 -0.032
H -0.394 -3.438 0.992 -0.011 -0.051 0.035
H -2.274 -4.749 1.927 0.063 0.002 0.021
H -4.587 -4.244 1.233 0.003 -0.021 -0.016
H -5.017 -2.475 -0.434 0.010 0.031 -0.008
H -3.154 -1.191 -1.391 -0.030 -0.019 -0.004
S -0.661 2.460 2.708 0.032 0.045 0.149
C -2.114 2.199 1.784 -0.012 -0.177 0.013
S -2.276 0.725 0.894 -0.236 -0.176 0.231
C -3.115 3.157 1.744 0.278 -0.163 -0.010
C -4.328 2.927 1.043 -0.264 -0.040 -0.228
N -5.322 2.774 0.479 0.057 0.000 0.043
C -2.949 4.449 2.308 0.104 0.291 0.113
N -2.817 5.526 2.699 -0.008 -0.070 0.040
C -3.548 -0.831 4.232 0.301 0.026 -0.103
S -1.747 -0.678 4.404 -0.065 0.113 0.040
C -1.249 -2.342 4.237 -0.022 -0.036 -0.013
C -0.126 -2.724 3.594 -0.323 -0.264 0.009
S 1.001 -1.815 2.647 0.288 0.203 -0.078
S 0.262 -4.439 3.763 -0.199 0.159 0.014
C -1.112 -4.918 4.702 -0.004 0.211 -0.058
S -1.418 -6.456 5.185 0.009 -0.214 0.023
S -2.150 -3.591 5.080 0.308 -0.040 -0.091
H -3.956 0.149 4.467 0.000 0.014 -0.023
H -3.931 -1.561 4.943 -0.120 0.042 -0.028
H -3.798 -1.096 3.207 -0.060 -0.032 -0.007
```
Positions in Å, forces in eV/Å.